[1]
Density functional theory data (the ωB97M-V functional and the def2-TZVPD basis) for a structure of composition C28H45IrN3OSi3.

Last column: Mulliken spin population.
Positions of all 81 atoms, in Å:
Ir  0.374  -0.466  0.293  2.29
C  3.923  1.512  -1.061  -0.01
N  3.178  0.348  -0.591  0.26
C  3.794  -0.766  -0.520  0.08
C  3.149  -1.982  -0.121  0.22
C  3.762  -3.254  -0.108  0.01
C  2.778  -4.158  0.214  0.16
C  1.593  -3.398  0.398  0.22
N  1.806  -2.092  0.225  0.00
C  3.140  2.242  -2.130  0.01
C  2.548  1.538  -3.175  0.00
C  1.829  2.207  -4.154  -0.01
C  1.698  3.589  -4.099  0.00
C  2.287  4.297  -3.062  0.00
C  3.002  3.624  -2.080  0.00
H  4.916  1.225  -1.426  0.00
H  4.074  2.184  -0.211  0.01
H  4.852  -0.849  -0.783  0.02
H  4.798  -3.452  -0.334  0.00
H  2.859  -5.230  0.300  0.00
H  0.612  -3.773  0.619  0.10
H  2.650  0.460  -3.224  0.00
H  1.375  1.651  -4.964  0.00
H  1.141  4.112  -4.866  0.00
H  2.191  5.374  -3.016  0.00
H  3.460  4.179  -1.269  0.00
C  -2.529  2.863  0.446  0.00
O  -1.916  1.576  0.375  0.06
Si  -2.782  0.220  -0.129  -0.01
C  -4.360  0.170  0.867  0.01
C  -3.410  0.626  -1.839  0.01
C  -1.606  -1.273  0.081  0.20
Si  -1.822  -1.921  1.873  -0.01
C  -3.478  -2.780  2.052  0.01
C  -0.681  -3.146  2.730  0.01
C  -1.566  -0.397  2.961  0.12
Si  -1.449  -2.187  -1.577  -0.02
C  -0.342  -1.105  -2.664  0.11
C  -3.153  -2.498  -2.316  0.02
C  -0.649  -3.877  -1.685  0.01
H  -3.617  2.813  0.403  0.00
H  -2.186  3.489  -0.380  0.00
H  -2.254  3.331  1.392  0.00
H  -4.903  1.101  0.680  0.00
H  -4.247  0.062  1.944  0.00
H  -5.003  -0.636  0.505  0.00
H  -3.815  1.641  -1.776  0.00
H  -4.238  -0.026  -2.114  0.00
H  -2.681  0.616  -2.646  0.00
H  -3.569  -3.523  1.253  0.00
H  -4.351  -2.137  2.006  0.00
H  -3.507  -3.319  3.002  0.00
H  -0.784  -4.179  2.391  0.00
H  -1.050  -3.112  3.760  0.00
H  0.376  -2.884  2.759  0.00
H  -2.330  0.376  2.874  0.01
H  -0.615  0.107  2.731  -0.07
H  -1.491  -0.697  4.009  0.00
H  -0.783  -0.154  -2.959  0.00
H  -0.046  -1.644  -3.569  0.00
H  0.614  -0.859  -2.165  -0.02
H  -3.428  -1.791  -3.098  0.00
H  -3.929  -2.465  -1.547  0.00
H  -3.174  -3.497  -2.758  0.00
H  0.428  -3.894  -1.527  0.01
H  -0.825  -4.179  -2.722  0.00
H  -1.113  -4.634  -1.049  0.00
N  0.749  1.644  0.532  0.14
C  1.186  2.124  1.834  -0.03
C  0.723  3.337  2.316  0.01
C  1.142  3.782  3.562  0.00
C  2.028  3.023  4.312  0.01
C  2.496  1.814  3.816  0.01
C  2.071  1.359  2.576  0.04
H  -0.141  2.071  0.275  -0.04
H  1.436  1.885  -0.179  0.01
H  0.040  3.934  1.722  0.00
H  0.776  4.726  3.944  0.00
H  2.355  3.372  5.283  0.00
H  3.188  1.218  4.397  0.00
H  2.430  0.412  2.184  0.02

Kohn-Sham gap (spin up / spin down) in eV: 7.17 / 5.33
E_HOMO (spin up / spin down) in eV: -9.99 / -11.11
LUMO level (spin up / spin down) in eV: -2.8 / -5.8
Spin multiplicity: 5
Charge: +1



[2]
Density functional theory data (the ωB97M-V functional and the def2-TZVPD basis) for a structure of composition C15H14FN3RuS2.

Last column: Löwdin charge in e.
Positions of all 36 atoms, in Å:
Ru  0.111  0.241  -0.323  0.99
C  -0.980  -1.016  -5.250  -0.38
S  -1.566  -2.144  -3.968  0.97
C  -0.781  -1.608  -2.533  -0.96
S  0.005  0.014  -2.449  0.76
N  -0.779  -2.383  -1.502  -0.03
N  -0.204  -1.773  -0.425  -0.18
C  0.170  -2.469  0.588  0.01
C  1.071  -1.775  1.500  -0.22
C  1.697  -2.399  2.562  0.04
C  2.705  -1.718  3.241  0.02
C  3.061  -0.451  2.819  0.01
C  2.377  0.125  1.758  -0.07
N  1.382  -0.500  1.125  -0.03
H  -1.626  -1.232  -6.100  0.05
H  0.052  -1.239  -5.508  0.06
H  -1.111  0.028  -4.981  0.02
H  -0.065  -3.524  0.675  0.16
H  1.426  -3.410  2.832  0.14
H  3.216  -2.189  4.069  0.14
H  3.858  0.100  3.297  0.13
H  2.627  1.116  1.410  0.11
F  -3.978  1.293  1.819  0.18
C  -2.839  1.611  1.261  -0.22
C  -2.784  1.842  -0.101  0.05
C  -1.549  2.150  -0.657  -0.05
C  -0.360  2.279  0.138  -0.44
C  0.914  2.292  -0.483  -0.04
C  -0.501  2.050  1.555  -0.02
C  -1.706  1.706  2.101  0.07
H  -3.682  1.782  -0.700  0.15
H  -1.482  2.382  -1.712  0.12
H  1.795  2.485  0.113  0.08
H  0.989  2.601  -1.520  0.08
H  0.370  2.184  2.184  0.13
H  -1.834  1.550  3.164  0.15

Kohn-Sham gap in eV: 5.74
E_HOMO in eV: -14.90
LUMO level in eV: -9.2
Spin multiplicity: 1
Charge: +2



[3]
Density functional theory data (the ωB97M-V functional and the def2-TZVPD basis) for a cluster of 12 separate species, C56H144O36P8S4 in total.

Last column: Löwdin charge in e.
Positions of all 248 atoms, in Å:
C  0.459  6.850  4.580  -0.07
C  1.115  5.605  5.191  -0.27
O  1.122  4.505  4.288  -0.19
P  -0.301  3.816  3.956  0.39
O  -1.344  3.928  4.977  -0.20
O  -0.808  4.330  2.546  -0.18
C  -0.026  4.377  1.351  -0.23
C  -0.235  5.728  0.656  -0.05
O  0.235  2.397  3.516  -0.18
C  0.575  1.487  4.571  -0.25
C  -0.696  0.902  5.132  -0.07
H  -0.616  6.667  4.458  0.08
H  0.584  7.765  5.207  0.09
H  0.890  7.017  3.608  0.05
H  2.140  5.840  5.376  0.10
H  0.579  5.348  6.114  0.12
H  1.013  4.277  1.713  0.11
H  -0.301  3.598  0.651  0.08
H  -1.241  5.793  0.261  0.07
H  0.001  6.630  1.218  0.07
H  0.397  5.799  -0.231  0.06
H  1.130  0.678  4.091  0.11
H  1.189  1.976  5.290  0.11
H  -0.463  0.131  5.851  0.07
H  -1.346  1.663  5.524  0.06
H  -1.299  0.493  4.298  0.07
C  -3.651  4.183  -6.190  -0.07
C  -3.920  2.793  -6.701  -0.21
O  -4.066  1.953  -5.469  -0.18
P  -3.588  0.450  -5.474  0.34
O  -2.158  0.186  -5.520  -0.23
O  -4.180  -0.084  -4.132  -0.16
C  -3.348  -0.596  -3.060  -0.23
C  -3.074  -2.096  -3.334  -0.05
O  -4.380  -0.241  -6.668  -0.17
C  -4.086  -1.566  -7.102  -0.27
C  -5.032  -2.516  -6.476  -0.07
H  -3.137  4.168  -5.222  0.07
H  -3.151  4.799  -6.938  0.08
H  -4.607  4.699  -6.091  0.08
H  -4.697  2.610  -7.479  0.13
H  -2.997  2.491  -7.198  0.11
H  -2.369  -0.119  -3.031  0.10
H  -3.879  -0.546  -2.123  0.09
H  -3.967  -2.705  -3.280  0.06
H  -2.632  -2.076  -4.330  0.05
H  -2.353  -2.385  -2.564  0.07
H  -4.137  -1.575  -8.208  0.14
H  -3.082  -1.710  -6.694  0.08
H  -4.857  -3.561  -6.769  0.09
H  -5.166  -2.336  -5.414  0.07
H  -5.978  -2.179  -6.928  0.09
C  3.949  0.992  2.564  -0.05
C  3.889  -0.486  2.729  -0.28
O  5.056  -0.913  3.430  -0.16
P  5.139  -2.381  4.008  0.44
O  6.449  -2.680  4.623  -0.23
O  3.901  -2.537  5.056  -0.20
C  4.024  -2.011  6.392  -0.26
C  3.122  -0.818  6.544  -0.08
O  4.639  -3.336  2.801  -0.23
C  5.672  -3.966  1.946  -0.22
C  6.018  -5.309  2.573  -0.07
H  3.906  1.590  3.478  0.09
H  4.888  1.216  2.054  0.08
H  3.115  1.288  1.942  0.07
H  3.071  -0.741  3.383  0.10
H  3.798  -0.988  1.771  0.09
H  3.626  -2.709  7.106  0.11
H  5.042  -1.713  6.657  0.12
H  2.066  -1.108  6.349  0.08
H  3.214  -0.646  7.624  0.08
H  3.335  0.120  6.041  0.07
H  5.234  -4.165  0.974  0.10
H  6.526  -3.334  1.839  0.11
H  6.681  -5.242  3.438  0.08
H  5.128  -5.919  2.733  0.07
H  6.588  -5.912  1.837  0.09
C  -8.036  5.261  2.435  -0.07
C  -7.398  4.489  1.312  -0.29
O  -6.134  4.042  1.712  -0.17
P  -5.136  3.188  0.829  0.43
O  -5.685  1.876  0.438  -0.23
O  -4.710  4.166  -0.360  -0.17
C  -3.607  3.924  -1.177  -0.27
C  -3.962  2.681  -2.050  -0.06
O  -3.819  3.115  1.729  -0.16
C  -3.665  2.059  2.679  -0.25
C  -4.363  2.449  3.995  -0.06
H  -7.380  6.014  2.867  0.08
H  -8.959  5.710  2.063  0.08
H  -8.188  4.672  3.339  0.08
H  -7.966  3.664  0.881  0.12
H  -7.274  5.111  0.423  0.12
H  -3.416  4.754  -1.876  0.12
H  -2.691  3.724  -0.580  0.10
H  -4.159  1.821  -1.426  0.05
H  -4.788  2.883  -2.734  0.09
H  -3.010  2.592  -2.526  0.03
H  -4.004  1.066  2.360  0.09
H  -2.584  1.934  2.868  0.10
H  -3.935  1.764  4.740  0.07
H  -4.246  3.509  4.298  0.09
H  -5.447  2.379  4.044  0.06
C  3.794  -4.598  -2.447  -0.03
C  2.959  -5.372  -3.525  -0.31
O  1.905  -4.662  -4.034  -0.17
P  0.441  -5.339  -3.741  0.44
O  0.264  -6.666  -4.360  -0.22
O  0.298  -5.292  -2.157  -0.19
C  -0.547  -6.235  -1.503  -0.27
C  0.159  -7.569  -1.228  -0.06
O  -0.505  -4.157  -4.256  -0.22
C  -1.102  -4.226  -5.603  -0.19
C  -0.509  -3.047  -6.405  -0.06
H  3.102  -4.404  -1.634  0.04
H  4.700  -5.191  -2.221  0.09
H  4.086  -3.617  -2.792  0.04
H  3.630  -5.649  -4.340  0.12
H  2.657  -6.288  -2.990  0.11
H  -0.941  -5.799  -0.579  0.10
H  -1.369  -6.469  -2.191  0.11
H  0.461  -8.159  -2.121  0.08
H  1.088  -7.275  -0.752  0.06
H  -0.438  -8.067  -0.472  0.08
H  -0.753  -5.178  -5.975  0.09
H  -2.168  -4.279  -5.463  0.11
H  -0.939  -2.086  -6.120  0.04
H  0.605  -2.916  -6.461  0.10
H  -0.845  -3.196  -7.441  0.08
C  8.918  2.044  0.099  -0.05
C  8.045  3.305  0.024  -0.27
O  6.686  2.921  0.029  -0.19
P  5.580  4.048  0.161  0.42
O  5.694  5.180  -0.805  -0.24
O  4.212  3.206  0.086  -0.18
C  3.691  2.983  -1.245  -0.22
C  2.566  1.925  -1.073  -0.05
O  5.702  4.487  1.700  -0.20
C  5.491  5.848  2.104  -0.23
C  3.929  6.076  2.292  -0.06
H  8.761  1.552  -0.857  0.07
H  9.952  2.360  0.123  0.07
H  8.714  1.359  0.898  0.07
H  8.170  3.932  0.941  0.12
H  8.309  3.953  -0.793  0.11
H  3.297  3.918  -1.726  0.11
H  4.469  2.576  -1.901  0.09
H  2.174  1.553  -2.029  0.06
H  2.889  1.019  -0.578  0.05
H  1.754  2.425  -0.582  0.05
H  5.962  5.917  3.111  0.13
H  5.815  6.585  1.360  0.11
H  3.414  5.956  1.346  0.06
H  3.533  5.280  2.897  0.05
H  3.832  7.113  2.694  0.09
C  5.535  -0.841  -0.676  -0.05
C  4.488  -0.951  -1.721  -0.24
O  4.740  0.178  -2.606  -0.20
P  4.383  0.159  -4.179  0.40
O  4.934  -0.988  -4.925  -0.23
O  2.792  0.332  -4.303  -0.21
C  1.959  -0.879  -4.596  -0.20
C  1.164  -1.253  -3.371  -0.05
O  4.815  1.610  -4.631  -0.18
C  6.228  1.916  -4.682  -0.25
C  6.385  3.380  -4.313  -0.06
H  5.391  -1.462  0.182  0.05
H  6.494  -1.048  -1.166  0.09
H  5.705  0.185  -0.348  0.08
H  4.434  -1.912  -2.265  0.09
H  3.506  -0.819  -1.253  0.07
H  1.367  -0.564  -5.436  0.11
H  2.660  -1.673  -4.754  0.09
H  0.400  -0.482  -3.074  0.08
H  0.601  -2.182  -3.596  0.06
H  1.805  -1.480  -2.504  0.07
H  6.679  1.336  -3.905  0.10
H  6.629  1.838  -5.650  0.11
H  6.147  3.675  -3.284  0.06
H  7.403  3.655  -4.609  0.08
H  5.657  3.903  -4.973  0.09
C  -4.803  -5.322  1.977  -0.05
C  -3.835  -4.167  2.020  -0.24
O  -4.488  -2.940  2.407  -0.20
P  -3.781  -1.855  3.341  0.50
O  -2.629  -1.075  2.809  -0.24
O  -5.050  -0.964  3.778  -0.19
C  -6.133  -1.675  4.347  -0.26
C  -6.650  -0.696  5.452  -0.04
O  -3.455  -2.773  4.669  -0.21
C  -2.144  -2.914  5.161  -0.28
C  -2.167  -3.969  6.277  -0.06
H  -4.270  -6.253  1.890  0.08
H  -5.354  -5.317  2.902  0.08
H  -5.498  -5.232  1.148  0.06
H  -3.020  -4.377  2.724  0.11
H  -3.419  -4.061  1.023  0.11
H  -6.901  -1.851  3.590  0.12
H  -5.835  -2.597  4.835  0.11
H  -7.616  -0.982  5.815  0.06
H  -5.933  -0.613  6.283  0.08
H  -6.635  0.282  5.006  0.06
H  -1.471  -3.171  4.344  0.11
H  -1.820  -1.955  5.614  0.11
H  -2.681  -3.617  7.203  0.09
H  -2.623  -4.917  5.996  0.07
H  -1.147  -4.121  6.609  0.07
C  0.057  2.361  -4.236  -0.26
S  -0.514  3.646  -3.228  0.84
O  -0.423  3.045  -1.774  -0.56
C  0.734  4.908  -3.387  -0.23
H  -0.845  1.756  -4.450  0.03
H  0.843  1.809  -3.705  0.04
H  0.359  2.838  -5.158  0.06
H  0.154  5.813  -3.178  0.05
H  1.039  4.849  -4.426  0.05
H  1.515  4.711  -2.642  0.04
C  -0.744  -2.157  0.143  -0.23
S  0.301  -0.945  0.917  0.83
O  1.624  -1.004  0.172  -0.56
C  -0.469  0.462  0.213  -0.25
H  -0.198  -3.074  0.238  -0.01
H  -0.808  -1.797  -0.875  0.04
H  -1.712  -2.076  0.621  0.04
H  -1.493  0.437  0.564  0.06
H  -0.192  0.486  -0.832  0.05
H  -0.091  1.364  0.727  0.05
C  -6.188  -1.274  0.264  -0.24
S  -6.273  -2.366  -1.173  0.83
O  -6.476  -3.796  -0.617  -0.56
C  -7.866  -1.897  -1.704  -0.28
H  -5.140  -1.126  0.493  0.03
H  -6.633  -1.863  1.067  0.06
H  -6.618  -0.334  -0.042  0.03
H  -8.101  -2.504  -2.562  0.05
H  -7.971  -0.825  -1.824  0.06
H  -8.508  -2.221  -0.879  0.07
C  2.229  -4.101  0.910  -0.25
S  0.947  -4.314  2.122  0.76
O  0.018  -5.392  1.677  -0.52
C  1.831  -4.959  3.426  -0.28
H  2.696  -3.127  1.089  0.04
H  1.667  -4.115  -0.045  0.04
H  2.862  -4.972  1.035  0.05
H  2.477  -5.791  3.054  0.07
H  1.066  -5.314  4.157  0.07
H  2.537  -4.216  3.823  0.04

Kohn-Sham gap in eV: 9.04
E_HOMO in eV: -8.69
LUMO level in eV: 0.4
Spin multiplicity: 1



[4]
Density functional theory data (the ωB97M-V functional and the def2-TZVPD basis) for a cluster of 10 separate species, H20O10 in total.

Last column: Löwdin charge in e.
Positions of all 30 atoms, in Å:
H  0.797  -0.871  -0.909  0.02
H  0.096  -0.954  0.437  0.03
H  0.108  0.167  3.408  0.00
H  -0.669  0.888  4.498  0.04
H  -3.323  1.432  0.971  0.04
H  -4.339  0.646  0.157  0.07
H  3.326  -1.769  -4.255  0.03
H  2.374  -2.246  -3.171  0.02
H  1.580  -2.398  2.445  0.06
H  1.345  -0.904  2.598  0.02
H  2.681  2.253  -2.690  0.05
H  3.764  1.642  -1.815  0.02
H  -2.697  -0.634  2.373  0.01
H  -3.819  -1.576  1.968  0.03
H  -3.555  3.396  0.335  0.03
H  -2.717  2.374  -0.416  -0.01
H  -0.957  -1.429  -2.965  0.03
H  -1.234  -0.401  -1.880  0.00
H  2.994  -0.529  -0.054  0.02
H  3.021  0.945  -0.423  -0.01
O  0.384  -1.498  -0.305  -0.06
O  0.142  0.942  3.981  -0.04
O  -3.390  0.749  0.293  -0.04
O  3.141  -2.523  -3.685  -0.05
O  1.498  -1.586  1.933  -0.04
O  3.255  2.452  -1.942  -0.05
O  -2.892  -1.567  2.231  -0.06
O  -2.981  3.301  -0.434  -0.06
O  -1.405  -0.590  -2.810  -0.06
O  3.470  0.290  0.123  -0.05

Kohn-Sham gap in eV: 10.98
E_HOMO in eV: -11.42
LUMO level in eV: -0.4
Structure (SMILES): O.O.O.O.O.O.O.O.O.O
Spin multiplicity: 1



no.,M (g/mol)
1,716.163
2,420.500
3,1769.792
4,180.150